1.
The following is a DFT calculation (ωB97M-V/def2-TZVPD) of an isolated molecule of C4H9N3 at a distorted geometry.

Values from the calculation:
- net charge = 0
- HOMO-LUMO gap (eV) = 8.22
- largest force on an atom (eV/A) = 6.04

Last column: Mulliken charge in e.
Atoms and positions in Å:
H1 1.3062 2.4899 -0.0194  0.23
N1 0.5360 1.9680 0.3933  -0.66
C1 0.7846 0.7657 0.6573  0.21
N2 1.8480 -0.0567 0.0744  -0.49
C2 -0.1254 -0.4356 0.5919  0.96
N3 0.0109 -1.3035 1.6758  -0.58
C3 -1.2040 -0.4914 -0.2282  -0.68
C4 -1.4665 0.3991 -1.3931  -1.02
H2 2.1110 -1.0209 0.1990  0.19
H3 2.4033 0.3776 -0.6523  0.21
H4 0.9246 -1.3244 2.0999  0.24
H5 -0.4246 -2.2061 1.5735  0.21
H6 -2.0444 -1.0782 0.1237  0.32
H7 -1.3071 -0.1185 -2.3423  0.23
H8 -0.8487 1.3007 -1.3747  0.34
H9 -2.5037 0.7342 -1.3787  0.29

Atoms 1-6, force components in eV/Å:
H 0.2 -0.1 0.2
N -0.1 0.2 1.0
C 1.1 -4.2 -4.2
N 2.3 2.8 -0.5
C -4.2 1.3 2.2
N 0.2 0.0 0.1

=====

2.
The following is a DFT calculation (ωB97M-V/def2-TZVPD) of C39H33MgN6O3Sb as an isolated structure at a distorted geometry.

Values from the calculation:
- net charge = 0
- HOMO-LUMO gap (eV) = 7.07
- largest force on an atom (eV/A) = 1.49

Last column: Mulliken charge in e.
Atoms and positions in Å:
Mg1 0.6504 -0.0617 -0.4163  2.88
C1 -2.8477 -0.3139 0.3211  -0.97
C2 -2.6275 -0.5936 -1.1199  0.78
C3 -3.7199 -0.5395 -1.9881  -0.81
C4 -3.5806 -0.8306 -3.3208  -0.66
C5 -2.3154 -1.1868 -3.7502  -0.89
C6 -1.2536 -1.2433 -2.8615  0.10
N1 -1.4053 -0.9817 -1.5393  0.13
Sb1 0.5813 -1.7555 -3.8009  0.97
C7 1.5217 -2.8343 -2.2441  -0.19
C8 2.3570 -3.8752 -2.6279  -0.94
C9 2.9600 -4.6699 -1.6661  -0.60
C10 2.6941 -4.4001 -0.3471  -0.83
C11 1.8668 -3.3353 -0.0016  0.73
C12 1.5169 -3.1345 1.4269  -0.69
N2 1.3339 -2.5333 -0.9251  0.18
C13 1.6419 0.0459 -3.5297  0.11
C14 1.9118 0.7894 -4.6477  -0.72
C15 2.7049 1.9299 -4.5396  -0.65
C16 3.2772 2.1801 -3.3195  -0.83
C17 2.9920 1.3725 -2.2276  0.94
C18 3.6460 1.6700 -0.9164  -1.26
N3 2.1569 0.3360 -2.3090  0.07
H1 -3.7897 0.2049 0.4452  0.38
H2 -2.0662 0.3245 0.7219  -0.01
H3 -2.8662 -1.2157 0.9428  0.24
H4 -4.6724 -0.2737 -1.5857  0.46
H5 -4.4232 -0.7741 -4.0017  0.43
H6 -2.1670 -1.4038 -4.8128  0.38
H7 2.4630 -4.1201 -3.6713  0.44
H8 3.6274 -5.4839 -1.9504  0.40
H9 3.1243 -4.9621 0.4456  0.44
H10 2.0894 -3.8042 2.0628  0.43
H11 0.4744 -3.4179 1.5438  0.26
H12 1.6171 -2.1119 1.7218  -0.30
H13 1.4904 0.5011 -5.6039  0.42
H14 2.8732 2.5531 -5.4183  0.40
H15 3.9308 3.0392 -3.1221  0.35
H16 4.4271 2.4149 -1.0698  0.53
H17 4.0719 0.7648 -0.4891  0.21
H18 2.9742 2.0513 -0.1517  0.07
O1 -2.5421 4.5662 -0.3798  -0.69
C19 -2.4999 4.2394 -1.6758  0.45
C20 -3.2780 4.9199 -2.6022  -0.87
C21 -3.2896 4.4825 -3.9316  -0.14
C22 -2.5106 3.4464 -4.3912  -1.28
C23 -1.6992 2.7868 -3.4631  -0.08
C24 -1.6640 3.1799 -2.1202  -0.24
C25 -0.8181 2.3755 -1.1798  0.54
O2 -0.2471 1.3569 -1.6402  0.31
N4 -0.6626 2.7907 0.0632  -1.37
N5 0.2162 1.8985 0.7189  0.57
C26 0.7083 2.2731 1.8183  -1.40
C27 1.7105 1.5025 2.5655  0.94
C28 2.0365 1.9253 3.8450  -0.82
C29 3.0380 1.3400 4.6019  -0.79
C30 3.6808 0.2024 4.0935  -0.47
C31 3.3617 -0.2976 2.8630  -0.63
C32 2.3764 0.3263 2.0478  0.39
O3 2.1076 -0.2110 0.8884  -0.92
H19 -1.8562 4.0352 0.1006  0.54
H20 -3.9331 5.7221 -2.3139  0.45
H21 -3.9468 5.0239 -4.6073  0.35
H22 -2.5704 3.1300 -5.4184  0.45
H23 -1.0517 1.9513 -3.7509  0.32
H24 0.4601 3.2529 2.1921  0.37
H25 1.5818 2.8039 4.2693  0.41
H26 3.3156 1.7504 5.5822  0.37
H27 4.4226 -0.2918 4.7201  0.40
H28 3.9066 -1.1558 2.4874  0.46
N6 -0.5804 -0.8251 2.1197  -0.40
C33 -1.0788 -1.2293 3.0713  0.44
C34 -1.7736 -1.8073 4.2013  0.31
C35 -3.1183 -1.5622 4.4177  -0.45
C36 -3.7956 -2.1901 5.4670  -0.49
C37 -3.1130 -3.0342 6.3241  -0.44
C38 -1.7436 -3.2356 6.1127  -0.42
C39 -1.0558 -2.6253 5.1000  -0.61
H29 -3.6516 -0.9191 3.7119  0.45
H30 -4.8361 -1.9546 5.6328  0.39
H31 -3.6589 -3.5187 7.1458  0.36
H32 -1.1920 -3.9016 6.7439  0.40
H33 0.0038 -2.8434 4.9125  0.43

Atoms 1-6, force components in eV/Å:
Mg 0.1 0.4 -0.1
C 0.1 0.3 0.4
C 0.3 -1.0 -0.5
C 0.2 0.1 0.1
C 0.1 0.0 0.1
C 0.0 0.0 -0.8

=====

3.
The following is a DFT calculation (ωB97M-V/def2-TZVPD) of an isolated molecule of C2H4N2OS2 at a distorted geometry.

Values from the calculation:
- net charge = 0
- HOMO-LUMO gap (eV) = 8.82
- largest force on an atom (eV/A) = 1.66

Last column: Mulliken charge in e.
Atoms and positions in Å:
O1 -0.0071 1.5668 -2.3072  -0.39
N1 0.2202 0.2491 -1.8690  -0.18
C1 -0.1132 0.0484 -0.5483  0.55
N2 -0.5711 0.9964 0.1863  -0.54
S1 -1.0352 0.5048 1.7358  -0.03
C2 -0.0632 -1.0764 1.7628  -0.55
S2 0.1130 -1.5858 0.0416  -0.15
H1 0.0158 2.1492 -1.5163  0.37
H2 1.1322 -0.2150 -2.0949  0.27
H3 -0.6441 -1.7321 2.4273  0.35
H4 0.9526 -0.9053 2.1818  0.31

Atoms 1-6, force components in eV/Å:
O 0.6 -0.4 -0.2
N 0.3 -0.4 0.4
C -0.2 1.1 0.1
N 0.2 -0.6 -0.4
S 0.4 -0.5 -0.1
C 0.3 1.0 0.8

=====

4.
The following is a DFT calculation (ωB97M-V/def2-TZVPD) of an isolated molecule of C5H8N2 at a distorted geometry.

Values from the calculation:
- net charge = 0
- HOMO-LUMO gap (eV) = 9.93
- largest force on an atom (eV/A) = 1.84

Last column: Mulliken charge in e.
Atoms and positions in Å:
C1 -1.4010 -1.0367 -2.2117  -0.67
N1 -0.6191 -0.2725 -1.2834  -0.33
C2 0.3591 -0.8367 -0.7171  -0.06
C3 1.1450 -0.0747 0.2778  -0.30
N2 0.8765 1.5344 -0.0472  -0.51
C4 0.6141 1.0182 1.0517  0.57
C5 0.3185 1.3767 2.4357  -1.00
H1 -1.0554 -2.0710 -2.3627  0.30
H2 -1.4320 -0.5164 -3.1701  0.24
H3 -2.4210 -1.0637 -1.8204  0.23
H4 0.7076 -1.8445 -0.9929  0.31
H5 2.1035 -0.5362 0.5858  0.34
H6 1.1993 1.0988 3.0181  0.29
H7 -0.5307 0.7717 2.7236  0.27
H8 0.1358 2.4526 2.5129  0.33

Atoms 1-6, force components in eV/Å:
C -0.2 -0.1 -0.2
N 0.1 -0.6 0.2
C -0.4 0.3 0.1
C 0.1 0.2 -0.7
N 1.3 -1.1 0.7
C 0.2 0.3 -0.3

=====

5.
The following is a DFT calculation (ωB97M-V/def2-TZVPD) of a 2-piece molecular cluster, C6H12INO4 overall at a distorted geometry.

Values from the calculation:
- net charge = 0
- HOMO-LUMO gap (spin up / spin down) (eV) = 5.38 / 5.37
- largest force on an atom (eV/A) = 6.76

Last column: Mulliken charge in e.
Atoms and positions in Å:
C1 0.5497 -0.7852 -2.2963  -1.55
C2 -1.8741 0.7252 1.1425  -1.69
C3 0.3516 1.8844 1.2368  -1.67
C4 -0.2118 -1.2491 -1.0076  0.61
C5 -0.4689 0.8456 0.4450  1.25
C6 0.1785 -0.4990 0.2346  -0.35
N1 0.7336 -1.2468 1.3585  1.18
O1 1.3715 -2.2426 1.1289  -0.58
O2 0.6402 -0.7505 2.4719  -0.62
O3 -0.1786 -2.6452 -0.8288  -0.57
O4 -0.9401 1.2836 -0.8867  -0.53
I1 3.4953 0.3213 -0.1752  -0.21
H1 0.0821 0.0395 -2.7068  0.38
H2 1.5404 -0.5627 -2.1306  0.25
H3 0.6254 -1.5323 -2.9496  0.52
H4 -2.4491 1.5358 0.9001  0.50
H5 -1.7604 0.6554 2.2927  0.30
H6 -2.3025 -0.1141 0.8303  0.49
H7 -0.1977 2.6163 1.6037  0.56
H8 1.2134 2.2273 0.5466  0.29
H9 0.9531 1.4290 1.9431  0.43
H10 -1.3617 -0.9753 -1.3364  0.28
H11 0.6446 -3.1084 -0.8583  0.34
H12 -0.6342 2.1480 -0.9585  0.38

Atoms 1-6, force components in eV/Å:
C -1.0 0.9 3.0
C 4.0 0.1 4.4
C 3.6 -2.5 -5.2
C -0.8 -0.4 -1.4
C -1.3 0.7 0.1
C -0.1 0.9 -1.2